1.
Computed, not measured: 7 unconnected molecules or ions with the total composition H14O7 at a distorted geometry, with the ωB97M-V functional and the def2-TZVPD basis.

Summary:
Orbital gap   10.767 eV
SMILES   O.O.O.O.O.O.O
Charge   0
M   126.105 g mol⁻¹
Multiplicity   1
E_HOMO   -11.10 eV
Energy above the lowest of the compared OMol25 structures with the same formula, charge and spin   3.971 eV

Positions of all 21 atoms, in Å:
O (0.032, -0.198, 1.177)
H (0.189, -0.381, 0.183)
H (-0.950, -0.104, 1.294)
O (-1.944, 2.695, -0.635)
H (-2.251, 1.753, -0.926)
H (-1.527, 2.365, 0.173)
O (2.188, 0.058, 2.765)
H (1.792, -0.003, 1.969)
H (1.827, 0.896, 3.068)
O (2.726, 0.168, -2.716)
H (2.632, 0.742, -2.024)
H (3.656, 0.136, -2.937)
O (-3.393, -3.194, -0.514)
H (-2.795, -3.586, 0.069)
H (-3.472, -3.925, -1.143)
O (-3.712, -1.628, 0.901)
H (-3.772, -0.804, 1.312)
H (-2.709, -1.621, 0.786)
O (3.841, 1.813, -1.025)
H (3.132, 2.466, -1.109)
H (4.510, 2.353, -0.667)

***

2.
Computed, not measured: 7 unconnected molecules or ions with the total composition H14O7 at a distorted geometry, with the ωB97M-V functional and the def2-TZVPD basis.

Summary:
Orbital gap   10.546 eV
SMILES   O.O.O.O.O.O.O
Charge   0
M   126.105 g mol⁻¹
Multiplicity   1
E_HOMO   -10.62 eV
Energy above the lowest of the compared OMol25 structures with the same formula, charge and spin   2.939 eV

Positions of all 21 atoms, in Å:
O (0.107, -0.793, 1.230)
H (0.871, -0.601, 0.709)
H (-0.512, -1.448, 0.717)
O (3.045, 2.237, 1.366)
H (2.720, 1.367, 1.600)
H (3.456, 2.187, 0.494)
O (3.747, -0.099, 3.473)
H (3.714, 0.805, 3.918)
H (3.039, -0.187, 2.845)
O (-2.319, -0.417, -2.979)
H (-2.836, -1.120, -3.341)
H (-2.965, 0.246, -2.679)
O (0.551, -1.062, -2.398)
H (0.937, -1.934, -2.635)
H (1.234, -0.461, -2.297)
O (-3.986, -0.822, 0.493)
H (-4.335, -0.881, 1.401)
H (-4.470, -0.058, 0.278)
O (-1.070, 1.079, -0.779)
H (-0.601, 0.774, 0.000)
H (-0.325, 1.190, -1.418)

***

3.
Computed, not measured: 7 unconnected molecules or ions with the total composition H14O7, with the ωB97M-V functional and the def2-TZVPD basis.

Summary:
Orbital gap   10.089 eV
SMILES   O.O.O.O.O.O.O
Charge   0
M   126.105 g mol⁻¹
Multiplicity   1
E_HOMO   -10.51 eV
Energy above the lowest of the compared OMol25 structures with the same formula, charge and spin   1.892 eV

Positions of all 21 atoms, in Å:
O (1.960, -0.305, 2.556)
H (2.273, -1.157, 2.243)
H (1.270, -0.046, 1.934)
O (3.901, -1.007, 0.139)
H (3.026, -1.288, -0.154)
H (4.463, -1.776, 0.015)
O (1.826, -2.743, -1.095)
H (0.959, -3.017, -1.409)
H (2.444, -3.147, -1.711)
O (-3.424, -0.217, -0.342)
H (-4.365, -0.160, -0.147)
H (-3.245, -1.162, -0.373)
O (-3.324, 2.591, 0.852)
H (-3.777, 2.928, 0.075)
H (-3.288, 1.638, 0.725)
O (0.124, 0.352, 0.224)
H (0.338, -0.488, -0.194)
H (-0.796, 0.270, 0.501)
O (0.180, 3.155, -1.231)
H (0.056, 2.286, -0.833)
H (-0.600, 3.291, -1.775)